(1)
Molecular formula: C3H3N3O3
Method: DFT, wB97M-V/def2-TZVPD

Computed properties:
SMILES: [H]/N=c1/ncn(O)oc1=O
Lowest unoccupied orbital energy in eV: -0.6
HOMO-LUMO gap in eV: 9.83
HOMO energy in eV: -10.411
Spin multiplicity: 1

Structure (XYZ):
```
12
Properties=species:S:1:pos:R:3:mulliken_charge:R:1
C -0.7499 1.1858 -0.3107 0.025
C 1.3451 0.3539 0.1185 0.295
C 0.8104 -1.0100 0.0818 0.784
H -3.0730 -0.7316 0.1347 0.372
H -1.3939 1.9595 -0.6505 0.414
H 2.9534 -0.3871 0.6807 0.304
N -1.3685 0.0204 0.2345 0.034
N 0.5072 1.3567 -0.3676 -0.433
N 2.5360 0.5322 0.4644 -0.605
O -2.5506 -0.1886 -0.4528 -0.385
O 1.4702 -1.9973 0.2979 -0.564
O -0.4864 -1.0940 -0.2310 -0.242
```

=====

(2)
Molecular formula: C3H3N3O3
Method: DFT, wB97M-V/def2-TZVPD

Computed properties:
Lowest unoccupied orbital energy (alpha / beta) in eV: -1.9 / -2.5
HOMO-LUMO gap (alpha / beta) in eV: 8.05 / 7.33
HOMO energy (alpha / beta) in eV: -9.995 / -9.842
Spin multiplicity: 1

Structure (XYZ):
```
12
Properties=species:S:1:pos:R:3:mulliken_charge:R:1
C 0.7801 -0.2693 1.3597 -0.170
C 0.8393 0.7116 0.0307 0.661
C -0.2055 0.4643 -0.8412 -0.568
N -0.1963 -1.0625 1.5050 -0.169
N -1.0639 -1.2667 0.6687 -0.071
N -2.1017 -2.1487 0.6359 0.946
O 1.7425 1.5242 0.1426 -0.486
O -2.5965 -2.3417 -0.4603 -0.594
O -2.4954 -2.6420 1.6512 -0.560
H 1.5030 -0.2700 2.1714 0.420
H -1.0204 1.1799 -1.1180 0.299
H -0.2531 -0.3475 -1.5576 0.292
```

=====

(3)
Molecular formula: C3H3N3OS
Method: DFT, wB97M-V/def2-TZVPD

Computed properties:
SMILES: [H]/N=C(/C#N)N(S)C=O
Lowest unoccupied orbital energy in eV: -0.5
HOMO-LUMO gap in eV: 9.16
HOMO energy in eV: -9.626
Spin multiplicity: 1

Structure (XYZ):
```
11
Properties=species:S:1:pos:R:3:mulliken_charge:R:1
C 1.4972 0.4483 0.0158 0.173
C -0.9903 0.3864 -0.0536 0.803
C -2.0615 -0.5833 -0.0148 0.013
H 1.7285 -1.9300 0.0630 0.212
H 1.3759 1.5361 0.0741 0.163
H -0.4834 2.2047 0.0417 0.229
N 0.2875 -0.2396 -0.0132 -0.004
N -1.2863 1.5922 -0.0394 -0.573
N -2.9946 -1.2619 -0.0027 -0.336
O 2.5617 -0.1367 -0.0437 -0.538
S 0.3653 -2.0160 -0.0271 -0.143
```

=====

(4)
Molecular formula: C3H3N3OS
Method: DFT, wB97M-V/def2-TZVPD

Computed properties:
SMILES: [H]/N=C(/C#N)N(S)C=O
Lowest unoccupied orbital energy in eV: -0.7
HOMO-LUMO gap in eV: 8.93
HOMO energy in eV: -9.585
Spin multiplicity: 1

Structure (XYZ):
```
11
Properties=species:S:1:pos:R:3:mulliken_charge:R:1
C -0.1111 -1.5210 -0.3310 0.077
C 0.6979 0.7055 0.2901 0.857
C 0.2055 2.0924 0.5775 0.034
H -2.4388 -0.4948 -0.7557 0.160
H 0.8524 -1.9863 -0.1764 0.204
H 2.1517 -0.6146 0.1757 0.230
N -0.3269 -0.1447 -0.1837 0.027
N 1.9010 0.3868 0.5969 -0.607
N -0.0327 3.2063 0.9303 -0.360
O -1.0334 -2.2285 -0.7167 -0.516
S -1.8656 0.5990 -0.4071 -0.108
```

=====

(5)
Molecular formula: C3H3N3OS
Method: DFT, wB97M-V/def2-TZVPD

Computed properties:
Lowest unoccupied orbital energy in eV: -0.5
HOMO-LUMO gap in eV: 9.21
HOMO energy in eV: -9.732
Spin multiplicity: 1

Structure (XYZ):
```
11
Properties=species:S:1:pos:R:3:mulliken_charge:R:1
C 1.0428 0.6473 0.1800 -0.040
C -0.3763 0.1993 -0.0429 0.477
C -1.6730 0.8039 -0.0686 -0.184
H 3.0268 -1.6108 -0.2250 0.317
H 1.1420 1.7776 0.4942 0.263
H -1.5850 1.9755 -0.4120 0.257
N 2.1977 0.1182 0.0952 -0.398
N -2.7906 0.0393 -0.1075 -0.373
N -2.3793 -1.2871 0.1911 -0.205
O 2.1923 -1.2408 -0.1474 -0.344
S -0.7974 -1.4224 0.0430 0.230
```

=====

(6)
Molecular formula: C3H3N3OS
Method: DFT, wB97M-V/def2-TZVPD

Computed properties:
SMILES: [H]/N=C(/C#N)N(S)C=O
Lowest unoccupied orbital energy in eV: -1.0
HOMO-LUMO gap in eV: 8.83
HOMO energy in eV: -9.876
Spin multiplicity: 1

Structure (XYZ):
```
11
Properties=species:S:1:pos:R:3:mulliken_charge:R:1
C 1.4486 0.5666 -0.0767 0.169
C -0.9221 0.3351 0.1378 0.894
C -1.9939 -0.6806 0.2062 -0.081
H 1.8948 -2.0644 0.5859 0.225
H 1.1930 1.6976 0.0548 0.178
H -0.4626 2.0968 -0.4221 0.183
N 0.3108 -0.1772 0.0964 -0.008
N -1.4750 1.5884 -0.0396 -0.540
N -2.9840 -1.3488 -0.3056 -0.380
O 2.5036 -0.0743 -0.1951 -0.532
S 0.4868 -1.9392 -0.0420 -0.110
```

=====

(7)
Molecular formula: C3H3N3S
Method: DFT, wB97M-V/def2-TZVPD

Computed properties:
SMILES: [S-][n+]1cccnn1
Lowest unoccupied orbital energy (alpha / beta) in eV: -0.9 / -0.9
HOMO-LUMO gap (alpha / beta) in eV: 7.29 / 7.29
HOMO energy (alpha / beta) in eV: -8.187 / -8.192
Spin multiplicity: 1

Structure (XYZ):
```
10
Properties=species:S:1:pos:R:3:mulliken_charge:R:1
C 1.0109 0.3424 -0.0249 -0.308
C 0.9985 -1.0218 -0.0039 -0.098
C -0.1829 0.9950 -0.0458 -0.058
N -0.1756 -1.6750 0.0112 -0.416
N -1.2554 -1.1184 -0.0593 -0.247
N -1.2960 0.2134 -0.1124 0.425
S -2.7548 0.8678 0.0160 -0.305
H 2.0315 0.7673 0.0386 0.298
H 1.9407 -1.4897 0.2346 0.354
H -0.3168 2.1190 -0.0542 0.354
```

=====

(8)
Molecular formula: C3H3N3S
Method: DFT, wB97M-V/def2-TZVPD

Computed properties:
SMILES: S/C=C1\N=CN=N1
Lowest unoccupied orbital energy in eV: -1.4
HOMO-LUMO gap in eV: 8.25
HOMO energy in eV: -9.637
Spin multiplicity: 1

Structure (XYZ):
```
10
Properties=species:S:1:pos:R:3:mulliken_charge:R:1
C -1.2371 0.4691 -0.0843 -0.109
C 0.0382 0.0533 -0.2410 0.313
C 1.9027 -1.0377 0.0243 0.127
H -3.2813 0.9062 0.2451 0.165
H -1.2964 1.6035 0.0944 0.318
H 2.7984 -1.7452 0.2276 0.318
N 0.5872 -1.2330 -0.2062 -0.509
N 2.2299 0.3974 0.1418 -0.315
N 1.1277 0.9878 -0.1918 -0.197
S -2.8692 -0.4013 -0.0101 -0.111
```

=====

DFT total energy across the listed records, respectively: -505.97836, -505.79292, -753.76010, -753.74034, -753.66500, -753.65010, -678.44808, -678.46736 Eh.
ΔE to the lowest compared entry with this formula, charge and spin across the listed records, respectively: 121.9, 238.2, 58.2, 70.6, 117.8, 127.2, 82.3, 70.2 kcal/mol.